1.
Molecular formula: C8H16IN2O2S
Method: DFT, the ωB97M-V functional and the def2-TZVPD basis

```
30
Properties=species:S:1:pos:R:3:mulliken_charge:R:1
S 1.758 -3.176 1.081 -0.085
C 0.456 -3.081 -0.217 -0.343
N 0.354 -1.726 -0.736 -0.183
C -0.969 -1.131 -0.749 -0.331
C -1.778 -1.296 0.530 -0.697
N -1.464 -2.587 1.255 -0.066
C -0.845 -3.618 0.377 -0.919
I -2.255 -4.387 -1.045 0.248
H 1.449 -2.046 1.741 0.102
H 0.778 -3.763 -1.000 0.371
H 1.032 -1.108 -0.316 0.285
H -0.835 -0.060 -0.873 0.161
H -1.540 -1.456 -1.612 0.275
H -1.661 -0.474 1.227 0.436
H -2.833 -1.327 0.277 0.305
H -0.829 -2.422 2.042 0.402
H -2.324 -2.977 1.645 0.395
H -0.585 -4.460 1.000 0.614
O -1.369 2.355 -0.679 -0.567
C -0.260 2.766 -0.491 0.563
O 0.734 1.967 -0.024 -0.312
C 1.931 2.748 0.202 -0.459
C 1.773 3.978 -0.682 -0.495
C 0.257 4.174 -0.685 -0.501
H 1.978 3.001 1.262 0.282
H 2.797 2.145 -0.056 0.319
H 2.333 4.836 -0.320 0.337
H 2.117 3.753 -1.692 0.276
H -0.083 4.782 0.154 0.277
H -0.118 4.591 -1.615 0.308
```

Calculated values
net charge = +1
LUMO energy = -3.30 eV
calculated total energy = -34560.049 eV


2.
Molecular formula: C8H16N
Method: DFT, the ωB97M-V functional and the def2-TZVPD basis

```
25
Properties=species:S:1:pos:R:3:mulliken_charge:R:1
C -1.555 0.269 0.325 0.783
C -0.889 -0.826 0.172 0.265
C -0.671 1.488 0.271 -0.823
C 1.396 0.054 0.118 0.490
C -2.967 0.550 -0.109 -1.382
C -0.841 -2.220 -0.288 -1.357
C 2.326 -0.592 1.208 -1.008
C 1.730 0.143 -1.357 -1.258
N 0.785 1.302 0.666 -0.225
H -0.629 1.903 -0.759 0.365
H -1.096 2.201 0.931 0.493
H -3.606 0.855 0.664 0.338
H -3.499 -0.273 -0.654 0.355
H -2.915 1.450 -0.922 0.312
H -1.649 -2.810 0.117 0.448
H -0.043 -2.806 0.097 0.317
H -0.863 -2.252 -1.386 0.283
H 1.892 -0.135 2.127 0.266
H 3.426 -0.410 1.113 0.352
H 2.293 -1.718 1.097 0.266
H 1.522 1.164 -1.778 0.281
H 0.987 -0.511 -2.016 0.203
H 2.671 -0.104 -1.703 0.480
H 1.351 2.031 0.383 0.319
H 0.847 1.248 1.684 0.440
```

Calculated values
energy relative to the best compared isomer or geometry (same formula, charge and spin) = 107.4 kcal per mole
net charge = +1
LUMO energy (spin up / spin down) = -3.58 / -3.58 eV
calculated total energy = -10034.617 eV


3.
Molecular formula: C8H16N
Method: DFT, the ωB97M-V functional and the def2-TZVPD basis

```
25
Properties=species:S:1:pos:R:3:mulliken_charge:R:1
C -3.108 0.524 -0.320 -1.052
C -1.814 -0.059 -0.902 0.056
N -0.867 -0.528 -0.163 0.046
C -0.688 -0.730 1.266 -0.932
C 0.449 -0.875 0.333 1.347
C 1.009 -2.192 -0.018 -1.624
C 1.499 0.282 0.129 0.314
C 1.416 0.740 -1.307 -1.403
C 1.441 1.517 1.019 -1.905
H -3.820 0.560 -1.151 0.386
H -2.788 1.526 0.038 0.306
H -3.626 -0.213 0.366 0.335
H -1.640 0.316 -1.821 0.568
H -0.671 0.229 1.807 0.281
H -1.265 -1.581 1.845 0.277
H 2.082 -2.068 -0.083 0.418
H 0.656 -2.601 -0.936 0.372
H 0.818 -2.758 0.843 0.430
H 2.507 -0.147 0.171 0.350
H 1.449 -0.151 -1.961 0.341
H 2.183 1.437 -1.508 0.477
H 0.420 1.182 -1.424 0.262
H 2.206 2.213 0.772 0.457
H 1.633 1.353 2.036 0.474
H 0.519 2.023 0.968 0.419
```

Calculated values
energy relative to the best compared isomer or geometry (same formula, charge and spin) = 63.7 kcal per mole
net charge = +1
LUMO energy = -4.42 eV
calculated total energy = -10036.513 eV


4.
Molecular formula: C8H16N2
Method: DFT, the ωB97M-V functional and the def2-TZVPD basis

```
26
Properties=species:S:1:pos:R:3:mulliken_charge:R:1
C 1.198 -0.938 0.667 -1.089
C 0.681 2.979 -0.291 -1.332
C -0.273 1.872 0.037 0.741
N 1.610 -2.129 1.403 -0.605
C -1.068 1.775 1.064 -0.798
H 1.635 -2.939 0.794 0.282
H 0.963 -2.331 2.157 0.296
H 1.229 -0.096 1.362 0.413
H 1.954 -0.759 -0.102 0.388
H 0.623 3.783 0.439 0.378
H 0.447 3.366 -1.284 0.326
H 1.707 2.607 -0.317 0.301
H -1.484 0.643 1.207 0.092
H -1.136 2.362 1.964 0.361
C -0.275 -2.005 -1.123 -1.830
C -0.187 -0.988 0.006 1.336
C -0.270 0.734 -1.044 -0.241
C -1.282 -0.936 0.890 -1.158
N -1.357 0.735 -1.777 -0.725
H -1.161 0.585 -2.765 0.256
H 0.721 0.696 -1.527 0.602
H -1.245 -1.939 -1.611 0.483
H 0.507 -1.813 -1.862 0.345
H -0.143 -3.024 -0.754 0.446
H -2.266 -1.187 0.513 0.359
H -1.129 -1.058 1.954 0.371
```

Calculated values
energy relative to the best compared isomer or geometry (same formula, charge and spin) = 116.9 kcal per mole
LUMO energy (spin up / spin down) = -0.33 / -0.33 eV
calculated total energy = -11530.916 eV


5.
Molecular formula: C8H16N2O3S2
Method: DFT, the ωB97M-V functional and the def2-TZVPD basis

```
31
Properties=species:S:1:pos:R:3:mulliken_charge:R:1
C 0.909 -1.280 1.291 0.149
C 0.222 0.129 1.252 0.226
C 1.752 -1.515 -0.055 -0.724
C 0.971 -0.805 -1.304 -0.214
C 3.352 -0.215 -2.626 -0.694
C -1.656 1.537 0.237 0.052
C -2.039 2.153 1.612 0.422
C -2.820 1.248 -0.617 -0.997
H -0.120 -3.071 2.343 0.315
H 0.521 -2.865 0.443 0.254
H 1.760 -1.439 2.090 0.382
H 2.925 -1.139 0.239 0.277
H 1.782 -2.822 -0.269 0.270
H 0.979 0.324 -1.337 0.045
H -0.177 -1.220 -1.395 0.253
H 4.522 -0.521 -2.082 0.220
H 3.777 0.129 -3.659 0.332
H 2.901 0.838 -1.928 0.209
H -1.215 -0.608 0.165 0.419
H -1.050 2.192 -0.153 0.363
H -2.535 1.092 -1.684 0.424
H -3.112 2.397 -0.645 0.349
H -5.244 1.192 0.539 0.193
H -0.066 1.901 2.230 0.390
N -0.088 -2.326 1.249 -0.701
N -0.906 0.272 0.522 -0.112
O 0.879 0.960 1.892 -0.682
O -3.052 2.830 1.855 -0.562
O -1.026 2.086 2.658 -0.592
S 2.052 -1.461 -2.696 -0.065
S -4.198 0.007 -0.167 -0.201
```

Calculated values
energy relative to the best compared isomer or geometry (same formula, charge and spin) = 204.1 kcal per mole
LUMO energy = -0.11 eV
calculated total energy = -39340.725 eV


6.
Molecular formula: C8H16N2O4
Method: DFT, the ωB97M-V functional and the def2-TZVPD basis

```
30
Properties=species:S:1:pos:R:3:mulliken_charge:R:1
C 1.995 -0.640 0.020 0.068
C 0.480 -0.194 -0.047 -0.021
C 2.770 0.554 0.521 0.563
C 4.178 -0.229 0.782 -1.453
C 3.052 1.589 -0.640 -1.239
C -1.644 0.205 0.770 0.225
C -2.611 -0.928 0.156 0.443
C -1.703 1.487 -0.007 -0.839
H 1.720 -1.992 -1.270 0.320
H 2.057 -0.733 -1.881 0.270
H 2.048 -1.371 0.992 0.315
H 2.449 0.821 1.583 0.340
H 5.119 0.254 1.209 0.367
H 3.999 -1.165 1.559 0.246
H 4.712 -0.753 -0.080 0.363
H 2.165 1.776 -1.394 0.275
H 4.327 1.137 -0.988 0.281
H 3.219 2.600 -0.215 0.337
H 0.014 -0.245 2.277 0.398
H -2.266 0.384 1.770 0.464
H -1.799 1.356 -1.058 0.361
H -0.942 2.137 0.275 0.412
H -3.439 2.107 -1.020 0.399
H -4.031 0.400 -0.515 0.401
N 2.329 -1.300 -1.100 -0.698
N -0.313 -0.178 1.119 -0.165
O 0.088 -0.116 -1.221 -0.633
O -2.258 -2.140 0.244 -0.593
O -3.108 1.923 0.149 -0.701
O -3.793 -0.595 -0.511 -0.508
```

Calculated values
energy relative to the best compared isomer or geometry (same formula, charge and spin) = 167.0 kcal per mole
LUMO energy = -0.16 eV
calculated total energy = -19719.538 eV